[1]
The following is a DFT calculation (the ωB97M-V functional and the def2-TZVPD basis) of C24H42ErNOP3 as an isolated structure in a non-equilibrium geometry.

Positions of all 72 atoms, in Å:
Er: -0.278 -0.175 0.172
P: 1.870 0.906 1.648
P: -1.009 2.467 -0.520
P: 2.240 -0.466 -1.197
H: -1.803 -2.518 0.123
C: -0.716 -2.550 -0.073
C: 0.230 -2.472 0.950
H: -0.067 -2.308 2.001
C: 1.617 1.325 3.418
C: 2.623 2.511 1.147
C: 3.373 -0.133 1.860
C: -2.493 2.109 -1.540
C: -1.658 3.870 0.462
C: 0.099 3.314 -1.708
C: 3.233 -2.023 -1.154
C: 3.412 0.796 -1.865
C: 1.359 -0.806 -2.759
H: -0.498 -2.942 -1.071
H: 1.247 -2.871 0.878
H: 1.502 0.412 4.014
H: 0.729 1.953 3.543
H: 2.503 1.875 3.767
H: 1.842 3.277 1.057
H: 3.156 2.429 0.193
H: 3.326 2.806 1.937
H: 3.096 -1.044 2.402
H: 4.108 0.433 2.445
H: 3.824 -0.423 0.903
H: -2.703 2.960 -2.203
H: -3.356 1.942 -0.880
H: -2.367 1.199 -2.152
H: -2.191 4.581 -0.190
H: -0.846 4.397 0.984
H: -2.356 3.484 1.219
H: -0.409 4.157 -2.194
H: 0.432 2.609 -2.478
H: 0.991 3.683 -1.188
H: 3.650 -2.197 -2.156
H: 2.572 -2.862 -0.896
H: 4.055 -1.999 -0.427
H: 3.795 0.457 -2.841
H: 4.267 0.990 -1.201
H: 2.870 1.741 -2.021
H: 2.110 -1.106 -3.500
H: 0.836 0.090 -3.119
H: 0.630 -1.614 -2.628
C: -1.760 -1.816 -4.334
C: -2.906 -1.321 -5.001
C: -3.397 -2.022 -6.109
C: -2.657 -3.079 -6.654
C: -1.421 -3.433 -6.100
C: -0.956 -2.796 -4.935
O: -1.498 -1.460 -3.013
H: -1.797 -0.542 -2.848
H: -3.433 -0.438 -4.627
H: -4.366 -1.736 -6.532
H: -3.039 -3.621 -7.520
H: -0.821 -4.222 -6.568
H: 0.011 -3.065 -4.499
N: -1.230 0.036 2.181
C: -1.414 0.009 3.349
C: -1.526 -0.092 4.745
C: -2.487 0.652 5.458
C: -2.613 0.497 6.831
C: -1.766 -0.374 7.514
C: -0.777 -1.092 6.832
C: -0.655 -0.959 5.449
H: -3.129 1.351 4.938
H: -3.368 1.049 7.388
H: -1.862 -0.504 8.594
H: -0.099 -1.761 7.374
H: 0.117 -1.525 4.921

Computed properties:
<S²>: 3.75
Spin multiplicity: 4
LUMO (alpha / beta): -10.9 / -10.8 eV
Highest occupied orbital energy (alpha / beta): -15.10 / -15.10 eV
Energy above the lowest of the compared OMol25 structures with the same formula, charge and spin: 17.85 kcal/mol
E: -84569.046 eV
Net charge: +3

[2]
The following is a DFT calculation (the ωB97M-V functional and the def2-TZVPD basis) of C24H42FN2O8Pb as an isolated structure in a non-equilibrium geometry.

Positions of all 78 atoms, in Å:
Pb: 0.850 -0.231 1.982
F: 0.426 0.013 -0.444
C: 1.326 2.995 -0.129
O: 0.753 2.548 1.089
C: -0.581 3.184 1.127
C: -1.260 2.568 2.467
N: -1.290 1.094 2.608
C: -2.373 0.519 1.794
C: -3.684 0.878 2.445
O: -3.730 0.064 3.599
C: -4.096 -1.283 3.337
H: 2.384 2.748 -0.222
H: 1.280 4.072 -0.289
H: 0.828 2.498 -0.961
H: -1.173 2.994 0.232
H: -0.455 4.261 1.237
H: -2.060 3.240 2.777
H: -0.569 2.727 3.295
H: -1.576 1.039 3.575
H: -2.221 -0.514 1.483
H: -2.380 1.053 0.844
H: -4.492 0.676 1.743
H: -3.686 1.924 2.752
H: -3.765 -1.852 2.468
H: -5.137 -1.554 3.514
H: -3.816 -1.917 4.178
C: 2.587 2.202 3.791
O: 2.727 1.069 2.931
C: 3.899 1.046 2.081
C: 4.301 -0.391 1.860
N: 3.122 -0.982 1.108
C: 3.123 -2.464 1.119
C: 1.922 -3.099 0.384
O: 0.653 -2.646 0.929
C: -0.460 -3.164 0.199
H: 2.917 3.084 3.241
H: 3.366 2.114 4.548
H: 1.687 2.481 4.338
H: 4.714 1.527 2.622
H: 3.835 1.648 1.174
H: 4.507 -0.649 2.899
H: 5.228 -0.256 1.304
H: 3.270 -0.711 0.146
H: 3.274 -2.978 2.068
H: 4.040 -2.639 0.556
H: 2.021 -4.184 0.414
H: 1.916 -2.734 -0.643
H: -1.111 -3.636 0.935
H: -0.231 -3.959 -0.511
H: -1.040 -2.354 -0.242
C: 2.702 -2.855 -3.896
C: 2.401 -3.877 -4.776
C: 1.123 -4.358 -4.820
C: 0.130 -3.795 -4.030
C: 0.395 -2.692 -3.167
C: 1.682 -2.235 -3.148
O: 1.955 -1.154 -2.399
O: 0.736 -5.429 -5.601
H: 3.668 -2.373 -3.874
H: 3.128 -4.311 -5.447
H: -0.891 -4.142 -3.975
H: -0.269 -2.302 -2.410
H: 1.206 -0.810 -1.908
H: 0.280 -6.118 -5.113
C: -3.565 1.772 -1.247
C: -3.891 3.081 -1.664
C: -2.966 3.768 -2.398
C: -1.696 3.194 -2.782
C: -1.475 1.838 -2.448
C: -2.460 1.170 -1.694
O: -2.314 -0.152 -1.436
O: -3.302 4.977 -2.959
H: -4.343 1.216 -0.745
H: -4.798 3.563 -1.329
H: -0.982 3.804 -3.315
H: -0.589 1.394 -2.877
H: -1.386 -0.304 -1.241
H: -4.254 5.062 -3.049

Computed properties:
<S²>: 0.76
Spin multiplicity: 2
LUMO (alpha / beta): -5.7 / -9.5 eV
Highest occupied orbital energy (alpha / beta): -12.01 / -12.01 eV
E: -52875.320 eV
Net charge: +2

Question: Look up the net charge of the second one.
Answer: +2